Entry from the Open Molecules 2025 dataset: 4 unconnected molecules or ions with the total composition C22H44N2O6 in a non-equilibrium geometry (ωB97M-V/def2-TZVPD).

Calculated values
net charge: -2
HOMO-LUMO gap: 0.14120 Eh

Last column: Löwdin charge in e.
CARTESIAN COORDINATES (ANGSTROEM)
C: -12.39564 17.85237 -7.33616  -0.06
C: -13.39704 19.02970 -7.54042  -0.77
O: -13.50154 19.54977 -8.67712  -0.07
O: -14.11431 19.37501 -6.55933  -0.11
H: -11.87416 17.98842 -6.38200  0.05
H: -11.55801 17.98692 -8.02478  0.05
H: -12.92768 16.90381 -7.36745  0.04
C: -11.28126 21.66690 -9.99951  -0.06
C: -12.15718 22.86276 -10.42582  -0.79
O: -11.49991 23.93035 -10.68488  -0.20
O: -13.41014 22.89352 -10.37586  -0.11
H: -11.83580 20.72937 -10.06893  0.04
H: -10.83284 21.83951 -9.02472  0.06
H: -10.50576 21.51773 -10.75905  0.04
C: -16.54501 21.57755 -1.93480  -0.04
C: -15.53295 20.84798 -2.82271  -0.49
C: -14.75965 19.71350 -2.10571  -0.14
C: -15.58452 18.43612 -1.92252  -0.18
C: -16.12389 18.03450 -3.32565  -0.13
C: -16.87069 19.14069 -4.08056  -0.47
N: -16.08012 20.36324 -4.09395  -0.11
O: -16.51864 21.41870 -4.90004  0.02
C: -17.29165 18.55880 -5.42804  -0.06
C: -18.31168 19.47365 -3.45650  -0.04
C: -14.39715 21.83757 -3.19354  -0.05
H: -17.40490 21.99568 -2.46613  0.06
H: -16.11958 22.49775 -1.51970  0.07
H: -16.94111 21.05669 -1.06050  0.07
H: -13.96779 19.47790 -2.81914  0.12
H: -14.29965 20.05700 -1.17796  0.11
H: -16.46458 18.57007 -1.28610  0.09
H: -15.00732 17.58744 -1.55372  0.10
H: -16.68400 17.11536 -3.15526  0.11
H: -15.24331 17.86595 -3.95264  0.12
H: -17.76338 17.57831 -5.37484  0.08
H: -17.98246 19.18127 -6.00396  0.08
H: -16.43503 18.53502 -6.11386  0.08
H: -19.10986 18.88248 -3.91215  0.06
H: -18.35867 19.25358 -2.38803  0.06
H: -18.56981 20.48257 -3.77964  0.06
H: -13.60738 21.43021 -3.82961  0.09
H: -13.82400 22.24502 -2.35399  0.08
H: -14.71790 22.69618 -3.78715  0.08
H: -17.16033 21.86992 -4.32462  0.07
C: -11.54626 12.97492 -4.93664  -0.03
C: -12.51547 13.10350 -6.17359  -0.50
C: -11.77624 14.05757 -7.13090  -0.14
C: -12.24159 14.04557 -8.59505  -0.16
C: -12.19239 12.59453 -9.05771  -0.16
C: -12.99947 11.57432 -8.20923  -0.48
N: -12.78048 11.79015 -6.77618  -0.13
O: -13.40656 10.85028 -5.94162  -0.01
C: -14.53839 11.74200 -8.58380  0.00
C: -12.37953 10.21024 -8.56085  -0.05
C: -13.80112 13.76442 -5.70715  -0.03
H: -11.25952 13.93952 -4.52798  0.08
H: -12.02674 12.29973 -4.22755  0.07
H: -10.66222 12.44320 -5.29694  0.07
H: -11.79101 15.07800 -6.74416  0.10
H: -10.70415 13.83812 -7.11703  0.11
H: -13.21209 14.50522 -8.78269  0.12
H: -11.52433 14.58205 -9.21790  0.12
H: -11.17167 12.20895 -9.05436  0.11
H: -12.64211 12.60961 -10.05232  0.11
H: -14.92730 10.76958 -8.26143  0.06
H: -14.59615 11.84746 -9.66422  0.07
H: -15.14788 12.43205 -8.00906  0.07
H: -12.17223 10.08672 -9.62654  0.08
H: -13.14127 9.42658 -8.43456  0.07
H: -11.53174 9.84367 -7.98480  0.08
H: -14.46684 13.82222 -6.58107  0.07
H: -14.44931 13.09321 -5.13708  0.08
H: -13.75198 14.79871 -5.37414  0.09
H: -12.85971 10.05981 -6.01235  0.09

Cartesian forces (eV/Å) of the 6 atoms listed first:
0.706 1.343 0.381
-1.455 1.150 -0.786
0.816 -1.181 0.415
0.537 -0.898 0.702
-0.529 -0.271 0.396
-0.403 -0.592 -0.635

***

Entry from the Open Molecules 2025 dataset: 16 unconnected molecules or ions with the total composition C64H176N16O16 in a non-equilibrium geometry (ωB97M-V/def2-TZVPD).

Calculated values
HOMO-LUMO gap: 0.34149 Eh

Last column: Löwdin charge in e.
CARTESIAN COORDINATES (ANGSTROEM)
C: 1.59078 -11.26511 -4.53940  -0.07
C: 2.91593 -10.57134 -4.11925  -0.44
C: 3.90864 -11.60751 -3.46683  -0.20
O: 5.20213 -11.06918 -3.20420  -0.19
C: 6.16998 -12.07301 -3.08118  -0.13
N: 3.52094 -9.83334 -5.19395  0.04
H: 1.06507 -11.77487 -3.73202  0.07
H: 1.81085 -12.03455 -5.27941  0.07
H: 0.93247 -10.52467 -4.99380  0.07
H: 2.57846 -9.87456 -3.35196  0.13
H: 3.98598 -12.39890 -4.21236  0.11
H: 3.47643 -12.07892 -2.58418  0.12
H: 7.10978 -11.59512 -2.80462  0.09
H: 6.32147 -12.71488 -3.94903  0.08
H: 5.84269 -12.83735 -2.37636  0.08
H: 4.39076 -9.47587 -4.82553  0.07
H: 3.85550 -10.50998 -5.86500  0.07
C: -3.93136 -14.46235 1.72105  -0.07
C: -2.99168 -13.59747 0.87504  -0.41
C: -2.58895 -12.21614 1.51044  -0.17
O: -3.77684 -11.38121 1.58114  -0.21
C: -3.49909 -10.08788 2.09368  -0.11
N: -1.86181 -14.41293 0.45083  0.02
H: -4.14377 -15.43973 1.28778  0.07
H: -4.87939 -13.95772 1.90732  0.07
H: -3.56298 -14.68510 2.72243  0.07
H: -3.48043 -13.25442 -0.03684  0.13
H: -1.79612 -11.71984 0.95080  0.12
H: -2.19258 -12.35576 2.51617  0.11
H: -3.07664 -10.27754 3.08042  0.08
H: -4.38875 -9.49993 2.31936  0.09
H: -2.79885 -9.55128 1.45350  0.09
H: -1.26442 -14.70319 1.21173  0.07
H: -2.19141 -15.32586 0.17150  0.06
C: -0.91077 -1.99200 -0.36311  -0.07
C: 0.34222 -1.53357 -1.14856  -0.44
C: 0.94699 -0.24184 -0.41665  -0.17
O: -0.02771 0.80888 -0.18757  -0.22
C: 0.52697 2.09652 0.25107  -0.08
N: 1.23355 -2.61681 -1.29280  0.03
H: -0.66961 -2.43918 0.60124  0.08
H: -1.57857 -2.63228 -0.93945  0.07
H: -1.45808 -1.09325 -0.07884  0.06
H: -0.00174 -1.12775 -2.09993  0.13
H: 1.66230 0.18399 -1.12028  0.11
H: 1.53459 -0.56380 0.44310  0.12
H: -0.33090 2.75488 0.38790  0.08
H: 1.33021 2.51544 -0.35507  0.08
H: 0.95919 1.96448 1.24297  0.08
H: 0.69968 -3.36441 -1.71254  0.07
H: 1.48088 -3.01897 -0.39994  0.07
C: 4.67536 -0.28975 6.14627  -0.05
C: 5.45498 -1.41064 6.85288  -0.49
C: 4.69305 -1.94550 8.10565  -0.21
O: 4.10056 -1.02396 8.94067  -0.20
C: 4.95321 -0.16877 9.70308  -0.09
N: 5.78940 -2.38009 5.90317  0.03
H: 4.66255 0.57872 6.80484  0.07
H: 3.66349 -0.63727 5.93784  0.08
H: 5.07361 0.07289 5.19865  0.07
H: 6.39614 -0.96790 7.17894  0.12
H: 5.39107 -2.41292 8.80019  0.12
H: 3.91869 -2.65742 7.81993  0.13
H: 5.45613 -0.66506 10.53306  0.08
H: 4.27235 0.55154 10.15661  0.09
H: 5.71925 0.33847 9.11657  0.08
H: 6.52916 -2.85127 6.40402  0.08
H: 6.27747 -1.86960 5.18117  0.08
C: -4.24022 -1.91889 8.62960  -0.07
C: -2.88037 -1.51882 8.08731  -0.42
C: -2.83656 -0.67188 6.79240  -0.21
O: -3.30084 0.65156 6.98172  -0.20
C: -3.52772 1.31145 5.75431  -0.11
N: -2.19926 -0.72658 9.12844  0.03
H: -4.84436 -1.05843 8.91717  0.08
H: -4.04929 -2.55512 9.49382  0.07
H: -4.80724 -2.51877 7.91776  0.07
H: -2.31854 -2.44492 7.96571  0.13
H: -3.40099 -1.17740 6.00884  0.12
H: -1.80336 -0.64418 6.44620  0.12
H: -4.26666 0.82056 5.12099  0.09
H: -2.58742 1.31507 5.20300  0.08
H: -3.82181 2.34120 5.95734  0.09
H: -2.52369 0.22888 9.08427  0.06
H: -1.21277 -0.68188 8.91649  0.07
C: 10.08644 -3.45132 -1.00496  -0.07
C: 8.84805 -3.56302 -1.88653  -0.43
C: 8.76142 -4.86067 -2.68993  -0.21
O: 9.70611 -4.88008 -3.76524  -0.20
C: 9.82997 -6.05960 -4.57930  -0.09
N: 7.69102 -3.51271 -0.97743  0.02
H: 10.99457 -3.30215 -1.58904  0.08
H: 10.16417 -4.19130 -0.20841  0.08
H: 9.97321 -2.54019 -0.41749  0.07
H: 8.73989 -2.72573 -2.57598  0.14
H: 7.74198 -5.03788 -3.03261  0.12
H: 9.02207 -5.63691 -1.97049  0.12
H: 10.51121 -5.82101 -5.39605  0.08
H: 8.84693 -6.33605 -4.96051  0.08
H: 10.38515 -6.83149 -4.04633  0.08
H: 6.82711 -3.49366 -1.50030  0.07
H: 7.73377 -4.27781 -0.31949  0.07
C: -3.30000 9.50655 -2.80490  -0.07
C: -4.18513 10.35348 -3.68203  -0.46
C: -3.47366 11.66544 -4.04370  -0.16
O: -4.23469 12.50493 -4.98538  -0.22
C: -5.31410 13.30065 -4.52966  -0.11
N: -4.50922 9.65544 -4.93789  0.04
H: -3.89806 8.63401 -2.54205  0.08
H: -3.13522 10.03301 -1.86480  0.08
H: -2.33106 9.29371 -3.25651  0.08
H: -5.09394 10.53944 -3.10968  0.13
H: -2.47405 11.52151 -4.45376  0.13
H: -3.38231 12.26340 -3.13695  0.11
H: -4.93803 13.98921 -3.77298  0.08
H: -6.04358 12.66539 -4.02726  0.08
H: -5.76808 13.94152 -5.28549  0.09
H: -4.81943 10.34360 -5.60894  0.06
H: -3.60735 9.52366 -5.37304  0.06
C: -6.43489 2.29436 -4.07216  -0.09
C: -7.49351 2.97733 -4.89034  -0.46
C: -8.50416 1.94366 -5.45110  -0.22
O: -9.41795 2.60326 -6.27875  -0.18
C: -10.55660 1.73158 -6.53559  -0.09
N: -8.00195 4.07920 -4.11314  0.04
H: -5.67365 3.03126 -3.81602  0.07
H: -5.97253 1.42726 -4.54381  0.07
H: -6.66926 1.83348 -3.11260  0.08
H: -7.02734 3.44916 -5.75531  0.13
H: -9.05456 1.57993 -4.58342  0.12
H: -8.11592 1.03391 -5.90905  0.13
H: -10.32702 0.74313 -6.93353  0.08
H: -11.31853 2.16671 -7.18230  0.08
H: -11.08028 1.56924 -5.59352  0.08
H: -8.77638 4.43086 -4.65784  0.07
H: -7.27743 4.78264 -4.09480  0.08
C: 0.31469 7.67796 7.77326  -0.07
C: 1.51780 6.69541 8.01855  -0.38
C: 2.74774 7.25578 8.81395  -0.17
O: 3.35979 8.38035 8.12345  -0.22
C: 4.62888 8.77642 8.59800  -0.11
N: 0.93536 5.53610 8.74510  0.01
H: -0.30393 7.92198 8.63689  0.07
H: -0.29852 7.30815 6.95148  0.07
H: 0.71321 8.60548 7.36217  0.06
H: 1.87086 6.32126 7.05758  0.13
H: 3.42242 6.42190 9.00772  0.12
H: 2.42745 7.72038 9.74650  0.12
H: 5.23432 7.90251 8.35752  0.08
H: 4.62891 8.92828 9.67737  0.08
H: 4.91009 9.71274 8.11602  0.09
H: 0.45009 5.95933 9.52323  0.06
H: 0.22470 5.08464 8.18720  0.06
C: -2.16331 16.11070 1.05135  -0.06
C: -0.85215 16.09145 1.88117  -0.41
C: -0.04433 14.78385 1.46078  -0.21
O: -0.63113 13.55096 1.86962  -0.18
C: 0.31728 12.48049 1.63415  -0.10
N: -0.08427 17.28489 1.56770  0.02
H: -1.84968 16.45803 0.06692  0.07
H: -2.91565 16.83337 1.36732  0.07
H: -2.54215 15.08868 1.05792  0.07
H: -1.02705 16.17787 2.95357  0.13
H: 0.96874 14.87923 1.85154  0.11
H: 0.00446 14.82821 0.37277  0.12
H: 0.55445 12.39155 0.57399  0.08
H: 0.05455 11.50556 2.04473  0.08
H: 1.27551 12.61774 2.13519  0.08
H: 0.06553 17.35344 0.57123  0.06
H: 0.85910 17.11915 1.88814  0.06
C: 9.71474 8.13202 0.33115  -0.07
C: 9.92643 7.09077 1.44989  -0.46
C: 8.88327 5.94221 1.47905  -0.12
O: 7.48359 6.37487 1.68603  -0.19
C: 7.11964 7.09222 2.83034  -0.14
N: 11.29718 6.68074 1.28353  0.02
H: 9.92252 7.74033 -0.66460  0.08
H: 10.26148 9.06280 0.48223  0.07
H: 8.68297 8.47820 0.27026  0.07
H: 9.91351 7.68017 2.36670  0.12
H: 9.21522 5.22359 2.22839  0.12
H: 9.02001 5.51958 0.48367  0.13
H: 7.37991 6.62437 3.77981  0.08
H: 6.03341 7.16338 2.88637  0.09
H: 7.54261 8.09580 2.87526  0.08
H: 11.61951 5.98041 1.93602  0.07
H: 11.83697 7.45911 1.63404  0.07
C: 5.73658 4.53996 -4.33286  -0.07
C: 5.24691 5.66815 -5.31077  -0.40
C: 5.69117 7.06617 -4.81995  -0.20
O: 4.76527 8.03904 -5.30611  -0.21
C: 5.11788 9.46462 -5.29080  -0.07
N: 5.90868 5.31121 -6.57274  0.01
H: 6.82529 4.50590 -4.37335  0.07
H: 5.39253 3.53866 -4.59195  0.07
H: 5.55001 4.80736 -3.29277  0.06
H: 4.16476 5.57315 -5.40039  0.13
H: 6.70214 7.30055 -5.15328  0.12
H: 5.73309 7.01919 -3.73177  0.11
H: 4.22703 10.01619 -5.59125  0.08
H: 5.93111 9.67215 -5.98628  0.08
H: 5.44404 9.77527 -4.29822  0.08
H: 5.61823 5.98077 -7.27091  0.07
H: 5.68102 4.39376 -6.92847  0.07
C: 0.06772 -3.53839 -7.68747  -0.07
C: 1.25119 -2.66486 -8.12310  -0.43
C: 0.97522 -1.14501 -7.83222  -0.19
O: -0.34806 -0.73153 -8.17319  -0.19
C: -0.56136 0.54888 -7.60739  -0.12
N: 2.42377 -3.16311 -7.45390  0.02
H: 0.28861 -4.55080 -8.02560  0.07
H: -0.82073 -3.22240 -8.23420  0.07
H: -0.18650 -3.51773 -6.62773  0.08
H: 1.39328 -2.70988 -9.20286  0.13
H: 1.71775 -0.62426 -8.43685  0.12
H: 1.15090 -0.98182 -6.76892  0.11
H: 0.04365 1.27801 -8.14632  0.08
H: -0.22640 0.64371 -6.57448  0.08
H: -1.62866 0.74957 -7.70066  0.09
H: 2.25201 -4.15269 -7.34752  0.06
H: 2.36601 -2.91497 -6.47656  0.07
C: -10.48602 -1.34585 5.48456  -0.06
C: -10.72877 -2.06620 4.10696  -0.41
C: -9.46167 -2.21787 3.26677  -0.21
O: -9.88603 -2.79426 2.00974  -0.19
C: -8.80479 -3.25736 1.19555  -0.10
N: -11.27992 -3.40820 4.37253  0.03
H: -11.40383 -1.42853 6.06670  0.07
H: -10.19229 -0.30988 5.31545  0.07
H: -9.68848 -1.84849 6.03171  0.07
H: -11.42889 -1.46117 3.53088  0.13
H: -8.77976 -2.86929 3.81336  0.12
H: -8.85287 -1.31769 3.18229  0.12
H: -8.75475 -2.70662 0.25625  0.08
H: -9.05755 -4.27557 0.89983  0.08
H: -7.82852 -3.26836 1.68018  0.08
H: -11.20694 -3.93843 3.51601  0.06
H: -10.67185 -3.95878 4.96178  0.06
C: -10.05796 -7.20153 -9.01855  -0.05
C: -10.02069 -7.24893 -7.44535  -0.41
C: -9.69566 -5.88665 -6.77734  -0.20
O: -8.43560 -5.23264 -7.00920  -0.20
C: -7.31215 -6.01919 -6.62161  -0.10
N: -11.36343 -7.73299 -7.04653  0.02
H: -9.01318 -7.41016 -9.24879  0.06
H: -10.36309 -6.27869 -9.51187  0.07
H: -10.63932 -8.01517 -9.45227  0.07
H: -9.33893 -8.04992 -7.15947  0.13
H: -9.79152 -5.93187 -5.69251  0.11
H: -10.47145 -5.16133 -7.02263  0.12
H: -6.49233 -5.31286 -6.49088  0.09
H: -7.12370 -6.77440 -7.38465  0.08
H: -7.48569 -6.48477 -5.65145  0.08
H: -11.36293 -7.63136 -6.04165  0.06
H: -12.09073 -7.08149 -7.30475  0.07
C: 4.14679 -8.29619 2.81681  -0.07
C: 2.83966 -7.96341 3.53793  -0.42
C: 2.85293 -8.37945 5.04908  -0.24
O: 1.52681 -8.49401 5.49932  -0.19
C: 1.53738 -8.45572 6.95620  -0.09
N: 2.44711 -6.55202 3.41128  0.04
H: 4.19611 -8.13515 1.73990  0.07
H: 4.47125 -9.31104 3.04685  0.07
H: 4.92462 -7.62275 3.17674  0.07
H: 2.02827 -8.52481 3.07470  0.13
H: 3.41602 -7.67468 5.66090  0.12
H: 3.40216 -9.29570 5.26569  0.12
H: 0.51539 -8.69149 7.25296  0.08
H: 1.67905 -7.43818 7.32042  0.09
H: 2.12921 -9.24272 7.42362  0.09
H: 3.22860 -6.07198 3.83428  0.06
H: 1.65849 -6.43863 4.03201  0.06

Cartesian forces (eV/Å) of the 6 atoms listed first:
0.955 -0.049 -0.361
-0.592 -0.901 1.667
-0.652 0.382 -0.892
-0.848 0.160 -0.469
0.018 -0.575 0.323
0.208 -0.047 -0.204

***

Entry from the Open Molecules 2025 dataset: a single C2H4BrO2P molecule in a non-equilibrium geometry (ωB97M-V/def2-TZVPD).

Calculated values
HOMO-LUMO gap: 0.36251 Eh

Last column: Löwdin charge in e.
CARTESIAN COORDINATES (ANGSTROEM)
C: 0.65965 -0.61256 0.19421  -0.02
C: 0.82293 0.85916 0.58264  -0.57
O: 1.77770 1.26914 1.19775  0.10
O: -0.37022 1.51367 0.34560  -0.38
P: -2.03424 1.39297 -0.62844  0.58
Br: -3.02132 -0.18427 0.47062  0.27
H: 0.93074 -1.16084 1.03628  0.05
H: 1.42032 -0.86206 -0.59732  0.11
H: -0.43247 -0.88991 0.10352  0.02
H: -2.73043 2.31130 0.12497  -0.14

Cartesian forces (eV/Å) of the 6 atoms listed first:
-0.229 0.667 -1.138
-1.260 -1.896 0.288
-1.539 0.575 -1.171
-1.430 1.729 -0.533
3.623 -0.576 0.633
-0.455 -0.771 0.287

***

Quick rundown of HOMO, same order as above: -0.48; -9.07; -10.28 eV
Quick rundown of calculated total energy, same order as above: -38788.589; -125808.410; -85564.423 eV